ORCA calculation (ωB97M-V/def2-TZVPD) on an isolated ion of composition C4H9N2O and charge +1 in a non-equilibrium geometry.

Geometry (Å):
O: 0.0575 -2.0848 0.8879
C: -0.7186 -1.3245 -0.0066
C: -0.9736 0.2903 -0.0042
C: -0.2468 1.2464 -0.8275
C: 1.1682 0.8337 -0.3817
N: 0.9113 0.5719 1.0845
N: -0.3074 0.2747 1.2677
H: 0.4064 -3.2068 0.6740
H: -0.2094 -1.2989 -1.0691
H: -1.7785 -1.6853 0.1087
H: -1.9982 0.6252 0.0538
H: -0.5093 2.2711 -0.6172
H: -0.6737 0.9274 -1.8108
H: 1.4766 -0.0664 -0.7902
H: 2.0293 1.4881 -0.4982
H: 1.3661 1.1379 1.9290

Output
SMILES: OC[C@@H]1CC[NH+]=N1
Relative energy (zero: lowest compared OMol25 entry of this formula, charge and spin) in kJ/mol: 642.84
Calculated total energy in eV: -9309.3533
Net charge: +1
Multiplicity: 1

***

ORCA calculation (ωB97M-V/def2-TZVPD) on an isolated ion of composition C4H9N2O and charge +1 in a non-equilibrium geometry.

Geometry (Å):
O: -1.4756 0.0898 0.9722
C: -1.6189 -0.3851 -0.3309
C: -0.1216 -0.3730 -1.0178
C: 1.0083 -0.8905 -0.0641
C: 1.2974 0.3527 0.8297
N: 0.8170 1.3526 -0.1071
N: 0.0416 0.9838 -0.9891
H: -2.3450 -0.1117 1.3395
H: -2.1161 -1.3615 -0.2741
H: -2.1563 0.3652 -0.9645
H: -0.0964 -0.6791 -2.0529
H: 1.9289 -0.9381 -0.6506
H: 0.7362 -1.8165 0.5419
H: 0.6870 0.6100 1.7108
H: 2.2590 0.3656 1.1906
H: 1.1543 2.4358 -0.1336

Output
SMILES: OC[C@@H]1CC[NH+]=N1
Relative energy (zero: lowest compared OMol25 entry of this formula, charge and spin) in kJ/mol: 369.79
Calculated total energy in eV: -9312.1832
Net charge: +1
Multiplicity: 1

***

ORCA calculation (ωB97M-V/def2-TZVPD) on a 2-piece molecular cluster, C4H9N2O overall in a non-equilibrium geometry.

Geometry (Å):
C: -2.0354 -0.5297 0.4716
C: -1.3926 0.7557 0.2749
C: -0.9549 -0.3780 -0.6970
C: 0.2304 -1.0593 -0.3935
N: 2.1409 1.1768 -0.0457
N: 2.0395 -0.0794 -0.0191
O: 3.0213 -0.7854 0.1356
H: -1.8533 -1.1372 1.3165
H: -3.0654 -0.6377 0.1020
H: -2.0052 1.4356 -0.1568
H: -0.5778 1.1738 0.9136
H: -1.1677 -0.1007 -1.7985
H: 0.7336 -1.8389 -0.9521
H: 0.3420 -1.3798 0.6512
H: 1.4794 1.8450 -0.0968
H: 3.0654 1.5393 0.2941

Output
Relative energy (zero: lowest compared OMol25 entry of this formula, charge and spin) in kJ/mol: 624.43
Calculated total energy in eV: -9309.5440
Net charge: +1
Multiplicity: 1